# 1
One molecule with the formula C2H4N4O2. Source: the Open Molecules 2025 dataset; level of theory: wB97M-V/def2-TZVPD.

Summary:
Charge ... 0
Frontier orbital gap (alpha / beta) ... 8.89 / 8.88 eV
ΔE to the lowest compared entry with this formula, charge and spin ... 5.417 eV
Maximum force ... 0.047 Eh/bohr
HOMO energy (alpha / beta) ... -0.362 / -0.362 Ha

```
12
C2H4N4O2 (wB97M-V/def2-TZVPD)
C 0.803 -0.374 0.010
C -0.398 0.609 -0.368
N 1.816 -0.117 -0.893
N 1.872 0.590 -1.786
N -0.132 1.347 -1.534
N -0.715 0.951 -2.691
O -1.558 0.074 -2.672
O -0.368 1.559 -3.673
H 1.169 -0.195 1.021
H 0.515 -1.424 -0.071
H -1.290 -0.018 -0.482
H -0.511 1.315 0.458
```

Partial atomic charges computed with the natural (NBO) method, in multiples of e: -0.293 -0.296 -0.013 0.232 -0.356 0.602 -0.456 -0.389 0.249 0.253 0.253 0.217

***

# 2
One molecule with the formula C2H4N4O2. Source: the Open Molecules 2025 dataset; level of theory: wB97M-V/def2-TZVPD.

Summary:
Charge ... 0
Frontier orbital gap ... 9.73 eV
ΔE to the lowest compared entry with this formula, charge and spin ... 4.705 eV
Maximum force ... 0.162 Eh/bohr
HOMO energy ... -0.353 Ha
SMILES ... Nn1[nH]nc(O)c1=O

```
12
C2H4N4O2 (wB97M-V/def2-TZVPD)
N -1.988 0.352 0.375
N -0.744 -0.130 -0.374
N -0.496 -1.343 0.075
N 0.870 -1.505 0.216
C 1.430 -0.380 0.143
O 2.742 0.114 0.162
C 0.373 0.646 -0.218
O 0.455 1.873 -0.002
H -2.948 0.345 -0.363
H -1.817 0.952 1.244
H -0.541 -1.961 -0.998
H 2.664 1.037 -0.260
```

Partial atomic charges computed with the natural (NBO) method, in multiples of e: -0.746 -0.156 -0.203 -0.273 0.394 -0.652 0.524 -0.586 0.424 0.417 0.346 0.510

***

# 3
One molecule with the formula C2H4N4O2. Source: the Open Molecules 2025 dataset; level of theory: wB97M-V/def2-TZVPD.

Summary:
Charge ... 0
Frontier orbital gap ... 9.07 eV
ΔE to the lowest compared entry with this formula, charge and spin ... 6.032 eV
Maximum force ... 0.093 Eh/bohr
HOMO energy ... -0.313 Ha
SMILES ... ONC1=NN=CNO1

```
12
C2H4N4O2 (wB97M-V/def2-TZVPD)
O 2.685 -0.610 -0.241
N 1.899 0.661 -0.029
C 0.613 0.407 0.248
N 0.318 -0.880 0.554
N -0.802 -1.459 -0.047
C -1.848 -0.674 -0.276
N -1.741 0.773 0.209
O -0.320 1.246 -0.084
H 2.079 -1.209 0.242
H 2.441 1.598 0.123
H -2.821 -1.175 -0.331
H -2.504 1.321 -0.368
```

Partial atomic charges computed with the natural (NBO) method, in multiples of e: -0.526 -0.347 0.666 -0.509 -0.220 0.095 -0.336 -0.358 0.501 0.429 0.217 0.388

***

# 4
A 2-piece molecular cluster, C2H4N4O2S overall. Source: the Open Molecules 2025 dataset; level of theory: wB97M-V/def2-TZVPD.

Summary:
Charge ... 0
Frontier orbital gap ... 8.22 eV
ΔE to the lowest compared entry with this formula, charge and spin ... 0.000 eV
Maximum force ... 0.065 Eh/bohr
HOMO energy ... -0.366 Ha

```
13
C2H4N4O2S (wB97M-V/def2-TZVPD)
C 2.097 1.378 -0.126
C 0.895 -0.574 0.611
N 2.185 2.206 -0.913
N 2.026 0.292 0.593
N 0.010 -0.262 -0.479
N 0.637 -1.460 1.479
O -2.940 -0.751 -0.622
O -4.062 1.307 -1.075
S -2.864 0.722 -0.542
H 2.656 0.315 1.392
H 0.429 -0.414 -1.378
H -0.881 -0.753 -0.399
H -0.189 -2.007 1.458
```

Partial atomic charges computed with the natural (NBO) method, in multiples of e: 0.410 0.594 -0.346 -0.660 -0.886 -0.721 -0.844 -0.797 1.651 0.437 0.391 0.398 0.373

***

# 5
C2H4N4S as an isolated structure. Source: the Open Molecules 2025 dataset; level of theory: wB97M-V/def2-TZVPD.

Summary:
Charge ... 0
Frontier orbital gap ... 8.66 eV
ΔE to the lowest compared entry with this formula, charge and spin ... 0.777 eV
Maximum force ... 0.104 Eh/bohr
HOMO energy ... -0.293 Ha

```
11
C2H4N4S (wB97M-V/def2-TZVPD)
C -0.108 0.571 -0.600
C 0.651 -0.392 0.559
N 0.670 1.518 -0.974
N 1.846 0.034 0.641
N -1.325 0.250 -1.118
N 0.031 -1.454 1.136
S 2.117 1.443 -0.240
H -2.119 0.262 -0.509
H -1.373 0.793 -1.937
H -0.948 -1.231 1.133
H 0.558 -1.794 1.910
```

Partial atomic charges computed with the natural (NBO) method, in multiples of e: 0.324 0.342 -0.662 -0.668 -0.826 -0.806 0.719 0.385 0.394 0.392 0.406

***

# 6
A 2-piece molecular cluster, C2H4N4S overall. Source: the Open Molecules 2025 dataset; level of theory: wB97M-V/def2-TZVPD.

Summary:
Charge ... 0
Frontier orbital gap ... 8.09 eV
ΔE to the lowest compared entry with this formula, charge and spin ... 5.718 eV
Maximum force ... 0.108 Eh/bohr
HOMO energy ... -0.296 Ha

```
11
C2H4N4S (wB97M-V/def2-TZVPD)
C 1.598 -0.370 -1.495
C -0.391 -0.342 0.519
N 1.422 0.780 -1.501
N -1.160 -1.239 0.487
N -1.685 -2.266 0.778
N 0.089 0.892 0.594
S -0.890 2.511 0.843
H 2.043 -1.347 -1.530
H -2.190 -2.777 0.045
H 0.932 1.139 0.051
H 0.231 3.018 1.209
```

Partial atomic charges computed with the natural (NBO) method, in multiples of e: 0.123 0.305 -0.366 -0.050 -0.514 -0.706 0.111 0.247 0.325 0.421 0.104

***

# 7
One molecule with the formula C2H4N4S2. Source: the Open Molecules 2025 dataset; level of theory: wB97M-V/def2-TZVPD.

Summary:
Charge ... 0
Frontier orbital gap (alpha / beta) ... 5.95 / 5.95 eV
ΔE to the lowest compared entry with this formula, charge and spin ... 3.056 eV
Maximum force ... 0.099 Eh/bohr
HOMO energy (alpha / beta) ... -0.246 / -0.246 Ha

```
12
C2H4N4S2 (wB97M-V/def2-TZVPD)
C -0.819 0.673 -0.033
C 0.575 -1.478 0.196
N -0.479 1.982 -0.161
N 0.837 1.938 -0.291
N 1.386 0.791 -0.299
N 0.315 -0.109 -0.168
S -2.543 0.123 0.127
S -2.663 -1.792 -0.142
H 1.685 -1.454 -0.048
H 0.479 -1.440 1.330
H -0.124 -2.018 -0.451
H 1.350 2.783 -0.060
```

Partial atomic charges computed with the natural (NBO) method, in multiples of e: 0.166 -0.429 -0.267 -0.089 -0.009 -0.182 0.214 -0.585 0.226 0.233 0.284 0.439

***

# 8
A 2-piece molecular cluster, C2H4N6O2 overall. Source: the Open Molecules 2025 dataset; level of theory: wB97M-V/def2-TZVPD.

Summary:
Charge ... 0
Frontier orbital gap (alpha / beta) ... 8.28 / 6.35 eV
ΔE to the lowest compared entry with this formula, charge and spin ... 5.075 eV
Maximum force ... 0.068 Eh/bohr
HOMO energy (alpha / beta) ... -0.390 / -0.360 Ha

```
14
C2H4N6O2 (wB97M-V/def2-TZVPD)
C 2.138 1.289 0.372
C -0.454 -1.153 -0.130
N 2.905 1.173 1.272
N -1.501 -1.760 0.303
N 0.739 -1.783 -0.057
N 1.419 1.447 -0.677
N -0.459 0.215 -0.251
N -1.445 1.112 0.075
O -2.405 0.718 0.655
O -1.163 2.209 -0.300
H -2.401 -1.341 0.323
H 0.639 -2.835 0.106
H 1.262 -1.511 -0.928
H 0.726 2.218 -0.764
```

Partial atomic charges computed with the natural (NBO) method, in multiples of e: 0.361 0.514 -0.268 -0.566 -0.786 -0.496 -0.249 0.641 -0.374 -0.410 0.387 0.419 0.399 0.428

***

# 9
C2H4N7 as an isolated structure. Source: the Open Molecules 2025 dataset; level of theory: wB97M-V/def2-TZVPD.

Summary:
Charge ... +1
Frontier orbital gap ... 9.96 eV
ΔE to the lowest compared entry with this formula, charge and spin ... 4.385 eV
Maximum force ... 0.091 Eh/bohr
HOMO energy ... -0.494 Ha

```
13
C2H4N7 (wB97M-V/def2-TZVPD)
C 1.414 -1.943 0.160
C -0.661 1.051 0.379
N 0.972 -2.173 4.597
N 0.008 0.191 -0.018
N 1.396 -2.122 1.332
N 1.938 -2.250 2.516
N 1.333 -2.165 3.547
N 1.077 -1.676 -1.003
N -1.351 2.077 0.755
H 1.412 -2.228 -1.822
H 0.453 -0.675 -0.887
H -1.302 3.122 0.349
H -2.045 2.016 1.590
```

Partial atomic charges computed with the natural (NBO) method, in multiples of e: 0.707 0.637 0.093 -0.517 -0.196 -0.172 0.247 -0.803 -0.855 0.458 0.455 0.484 0.462

***

# 10
C2H4NO2 as an isolated structure. Source: the Open Molecules 2025 dataset; level of theory: wB97M-V/def2-TZVPD.

Summary:
Charge ... -1
Frontier orbital gap ... 7.15 eV
ΔE to the lowest compared entry with this formula, charge and spin ... 5.397 eV
Maximum force ... 0.034 Eh/bohr
HOMO energy ... -0.092 Ha

```
9
C2H4NO2 (wB97M-V/def2-TZVPD)
C 0.101 -1.109 -0.146
C -0.122 0.050 0.761
N 0.955 0.028 0.087
O 2.078 0.402 -0.404
O -0.864 0.549 1.589
H 0.373 -2.030 0.385
H -0.310 -1.261 -1.144
H -0.738 1.558 -0.598
H -1.474 1.812 -0.530
```

Partial atomic charges computed with the natural (NBO) method, in multiples of e: -0.369 0.563 -0.019 -0.697 -0.732 0.126 0.140 0.013 -0.025